[1]
Density functional theory data (ωB97M-V with the def2-TZVPD basis set) for C3H3BiO4 as an isolated structure.

The geometry in ORCA input format:
```
! RIJCOSX wB97M-V def2-TZVPD def2/J DEFGRID3
* xyz 1 2
C 0.2204 -1.4813 -1.7341
C 1.5790 -1.0911 -1.5769
O 1.9056 -0.3882 -0.5623
O -0.6062 -1.2104 -0.7974
H -0.0845 -2.1211 -2.5727
H 2.3492 -1.4496 -2.2732
Bi 0.2670 0.0139 0.5697
O -0.4313 1.2045 1.9215
O -1.5540 2.5268 3.3166
C -1.4178 1.9613 2.2403
H -2.2273 2.0352 1.4686
*
```

Output
⟨S²⟩: 0.758
ΔE to the lowest compared entry with this formula, charge and spin (kcal per mole): 0.0
Lowest unoccupied orbital energy (spin up / spin down) (eV): -6.9 / -7.9
Gap between HOMO and LUMO (spin up / spin down) (eV): 6.87 / 5.88
HOMO energy (spin up / spin down) (eV): -13.77 / -13.74

[2]
Density functional theory data (ωB97M-V with the def2-TZVPD basis set) for C3H3Br2ClO as an isolated structure.

The geometry in ORCA input format:
```
! RIJCOSX wB97M-V def2-TZVPD def2/J DEFGRID3
* xyz 0 1
C 1.2865 0.7797 0.1264
C 1.0343 -0.6007 0.4153
C -1.4088 -0.2315 -0.4249
O 0.7312 1.6620 0.7376
Cl -1.5204 -0.4987 -2.1221
Br -1.6653 1.4238 0.2447
Br -2.1649 -1.7137 0.6287
H 1.7746 1.1038 -0.8660
H 1.2508 -1.4213 -0.2118
H 0.6820 -0.5035 1.4720
*
```

Output
ΔE to the lowest compared entry with this formula, charge and spin (kcal per mole): 101.3
Lowest unoccupied orbital energy (spin up / spin down) (eV): -1.3 / -1.2
Gap between HOMO and LUMO (spin up / spin down) (eV): 7.44 / 8.06
HOMO energy (spin up / spin down) (eV): -8.75 / -9.24

[3]
Density functional theory data (ωB97M-V with the def2-TZVPD basis set) for a 2-piece molecular cluster, C3H3Br2N overall.

The geometry in ORCA input format:
```
! RIJCOSX wB97M-V def2-TZVPD def2/J DEFGRID3
* xyz 0 1
Br -2.2401 -0.7634 -1.9293
C -0.5092 -1.3550 -1.1617
C 0.4555 -0.4610 -1.1492
Br 0.3286 1.3579 -1.4795
H -0.6743 -2.3356 -0.8474
H 1.3395 -0.7495 -0.5292
C 0.5531 1.4692 2.3526
N 0.3120 0.3460 2.2865
H 0.4348 2.4913 2.4572
*
```

Output
ΔE to the lowest compared entry with this formula, charge and spin (kcal per mole): 33.9
Structure (SMILES): Br/C=C\Br.C#N
Lowest unoccupied orbital energy (eV): 0.5
Gap between HOMO and LUMO (eV): 9.98
HOMO energy (eV): -9.48

[4]
Density functional theory data (ωB97M-V with the def2-TZVPD basis set) for C3H3Br3S as an isolated structure.

The geometry in ORCA input format:
```
! RIJCOSX wB97M-V def2-TZVPD def2/J DEFGRID3
* xyz 0 1
C -0.3682 -0.9383 -1.6965
C 0.1084 0.4064 -1.7548
C -3.2087 0.5487 -1.0296
S -0.9530 -2.3136 -1.6366
Br -4.5778 -0.6250 -0.5267
Br -2.8896 2.1443 0.1084
Br -3.5900 1.1933 -2.9063
H -0.0717 0.6781 -2.7700
H 1.0555 0.3121 -1.4741
H -0.4800 1.0042 -1.0604
*
```

Output
ΔE to the lowest compared entry with this formula, charge and spin (kcal per mole): 86.3
Lowest unoccupied orbital energy (spin up / spin down) (eV): -1.9 / -0.5
Gap between HOMO and LUMO (spin up / spin down) (eV): 4.40 / 7.66
HOMO energy (spin up / spin down) (eV): -6.34 / -8.12

[5]
Density functional theory data (ωB97M-V with the def2-TZVPD basis set) for C3H3Br9 as an isolated structure.

The geometry in ORCA input format:
```
! RIJCOSX wB97M-V def2-TZVPD def2/J DEFGRID3
* xyz 0 1
C -1.5141 2.5488 1.6814
Br -2.7947 3.5828 2.7802
Br -2.1473 0.7040 2.0937
Br 0.3363 2.9462 2.2062
H -1.7438 2.8674 0.6646
C 1.1083 -3.1917 -1.4674
Br -0.5441 -2.0759 -1.1764
Br 2.0385 -3.4714 0.2180
Br 2.1813 -2.1807 -2.8457
H 0.8495 -4.1904 -1.8192
C 0.3635 0.4023 -0.5871
Br 2.1313 0.7736 -1.3781
Br -0.6385 2.0562 -0.3482
Br 0.5779 -0.4863 1.1924
H -0.2040 -0.2851 -1.2144
*
```

Output
ΔE to the lowest compared entry with this formula, charge and spin (kcal per mole): 131.8
Lowest unoccupied orbital energy (eV): -0.8
Gap between HOMO and LUMO (eV): 8.46
HOMO energy (eV): -9.27

[6]
Density functional theory data (ωB97M-V with the def2-TZVPD basis set) for a 2-piece molecular cluster, C3H3BrCl2O overall.

The geometry in ORCA input format:
```
! RIJCOSX wB97M-V def2-TZVPD def2/J DEFGRID3
* xyz 0 1
C 2.4190 -0.4641 -0.3234
C 4.3770 0.7431 0.5549
C 0.1856 0.1549 0.1578
O 1.4916 -0.2662 0.5103
Cl 1.9223 -0.6264 -1.9026
Cl 4.4657 1.7670 -0.7597
Br 5.7002 -0.6162 0.5844
H 0.2739 0.7350 -0.6655
H 0.0396 0.6732 1.1073
H -0.6386 -0.6031 0.2053
*
```

Output
ΔE to the lowest compared entry with this formula, charge and spin (kcal per mole): 136.8
Lowest unoccupied orbital energy (eV): -0.4
Gap between HOMO and LUMO (eV): 7.82
HOMO energy (eV): -8.23

[7]
Density functional theory data (ωB97M-V with the def2-TZVPD basis set) for a 2-piece molecular cluster, C3H3BrCl2S overall.

The geometry in ORCA input format:
```
! RIJCOSX wB97M-V def2-TZVPD def2/J DEFGRID3
* xyz 0 1
C 0.2545 0.7718 0.9646
C 1.2337 0.4625 1.7782
C -0.9635 -0.6811 -1.7653
S 0.4726 0.3532 -1.4503
Cl -1.2869 1.2931 1.2795
Cl 1.0509 0.6237 3.5099
Br 2.9158 -0.1393 1.2038
H -1.8040 -0.0700 -2.0836
H -1.2074 -1.2524 -0.8758
H -0.6658 -1.3614 -2.5610
*
```

Output
ΔE to the lowest compared entry with this formula, charge and spin (kcal per mole): 37.5
Lowest unoccupied orbital energy (eV): -1.3
Gap between HOMO and LUMO (eV): 7.85
HOMO energy (eV): -9.11

[8]
Density functional theory data (ωB97M-V with the def2-TZVPD basis set) for an isolated molecule of C3H3BrClF.

The geometry in ORCA input format:
```
! RIJCOSX wB97M-V def2-TZVPD def2/J DEFGRID3
* xyz 0 3
C 0.5014 0.3136 -0.5883
C 0.5886 -0.0385 0.8079
C -0.8841 -0.2153 -0.1949
F 1.1575 -1.2361 1.1184
Cl -1.5009 -1.7726 -0.6515
Br -2.2133 1.2049 -0.0108
H 0.5272 1.3715 -0.9115
H 1.2563 -0.2213 -1.1711
H 0.5673 0.5938 1.6019
*
```

Output
⟨S²⟩: 2.010
ΔE to the lowest compared entry with this formula, charge and spin (kcal per mole): 23.6
Lowest unoccupied orbital energy (spin up / spin down) (eV): 0.7 / -3.1
Gap between HOMO and LUMO (spin up / spin down) (eV): 5.84 / 7.06
HOMO energy (spin up / spin down) (eV): -5.09 / -10.12

[9]
Density functional theory data (ωB97M-V with the def2-TZVPD basis set) for an isolated molecule of C3H3BrClNO.

The geometry in ORCA input format:
```
! RIJCOSX wB97M-V def2-TZVPD def2/J DEFGRID3
* xyz 0 1
N 1.0706 1.5173 1.1035
C 1.2332 0.4266 0.8232
C 1.0509 -0.8526 0.0842
O -0.1339 -0.5751 -0.7314
C -1.0559 0.3090 -0.3500
Cl -2.0906 -0.2056 0.9445
Br -2.1248 0.7262 -1.9613
H 1.8384 -1.0335 -0.7290
H 0.9758 -1.7099 0.7498
H -0.7637 1.3975 0.0664
*
```

Output
ΔE to the lowest compared entry with this formula, charge and spin (kcal per mole): 28.0
Structure (SMILES): N#CCO[C@H](Cl)Br
Lowest unoccupied orbital energy (eV): 0.4
Gap between HOMO and LUMO (eV): 10.86
HOMO energy (eV): -10.46

[10]
Density functional theory data (ωB97M-V with the def2-TZVPD basis set) for an isolated molecule of C3H3BrF2O.

The geometry in ORCA input format:
```
! RIJCOSX wB97M-V def2-TZVPD def2/J DEFGRID3
* xyz 0 1
F 1.0390 -0.3752 -1.5245
C 1.2843 -0.2124 -0.1528
F 2.0157 -1.2873 0.1263
C 0.0162 -0.2026 0.5342
O -0.5950 0.9813 1.0640
C -1.3314 0.6343 -0.0458
Br -2.9016 -0.2735 -0.0202
H 1.7147 0.7662 0.0338
H -0.2747 -1.1602 0.9640
H -0.9672 1.1293 -0.9791
*
```

Output
ΔE to the lowest compared entry with this formula, charge and spin (kcal per mole): 49.7
Structure (SMILES): FC(F)[C@H]1O[C@@H]1Br
Lowest unoccupied orbital energy (eV): 0.8
Gap between HOMO and LUMO (eV): 10.56
HOMO energy (eV): -9.78

[11]
Density functional theory data (ωB97M-V with the def2-TZVPD basis set) for a 2-piece molecular cluster, C3H3BrFO2 overall.

The geometry in ORCA input format:
```
! RIJCOSX wB97M-V def2-TZVPD def2/J DEFGRID3
* xyz -1 1
C -1.0949 -0.7472 0.8163
C 1.2125 0.9514 -0.0726
C -0.7564 -0.4843 -0.5903
O -0.3656 -1.2486 1.6667
O -2.2682 -0.4254 1.0313
F -0.1210 -1.4735 -1.2707
Br 2.9518 0.4824 -0.3792
H 0.9458 1.3512 0.9127
H 0.7715 1.4308 -0.8885
H -1.2756 0.1630 -1.2258
*
```

Output
ΔE to the lowest compared entry with this formula, charge and spin (kcal per mole): 100.3
Lowest unoccupied orbital energy (spin up / spin down) (eV): 3.2 / 3.2
Gap between HOMO and LUMO (spin up / spin down) (eV): 7.21 / 6.83
HOMO energy (spin up / spin down) (eV): -3.98 / -3.64

[12]
Density functional theory data (ωB97M-V with the def2-TZVPD basis set) for an isolated molecule of C3H3BrN2OS.

The geometry in ORCA input format:
```
! RIJCOSX wB97M-V def2-TZVPD def2/J DEFGRID3
* xyz 0 1
C 0.6215 0.2166 0.8531
C -0.7131 0.0125 0.9179
C 0.1242 -1.0575 -0.8086
N 1.1715 -0.4555 -0.2593
N -0.9921 -0.6975 -0.1569
O -3.1503 -1.8539 1.1095
S -3.0138 -1.2539 -0.1824
Br -3.9715 0.7701 -0.0981
H 1.2621 0.7486 1.5368
H -1.5698 0.3403 1.5574
H -0.0022 -1.4453 -1.8604
*
```

Output
ΔE to the lowest compared entry with this formula, charge and spin (kcal per mole): 4.3
Lowest unoccupied orbital energy (eV): -1.5
Gap between HOMO and LUMO (eV): 7.52
HOMO energy (eV): -9.02

[13]
Density functional theory data (ωB97M-V with the def2-TZVPD basis set) for a 2-piece molecular cluster, C3H3BrO overall.

The geometry in ORCA input format:
```
! RIJCOSX wB97M-V def2-TZVPD def2/J DEFGRID3
* xyz 0 1
C 1.0216 -1.9266 -0.2023
C 0.4262 0.3976 0.5303
C -0.9286 0.7598 -0.0027
O 1.6455 -2.8517 -0.0688
Br 1.7892 1.5784 -0.1608
H -1.3978 -0.1737 -0.2197
H -1.0894 1.3000 -0.8485
H -1.4668 0.9163 0.9724
*
```

Output
ΔE to the lowest compared entry with this formula, charge and spin (kcal per mole): 71.8
Lowest unoccupied orbital energy (eV): -0.4
Gap between HOMO and LUMO (eV): 8.36
HOMO energy (eV): -8.77

[14]
Density functional theory data (ωB97M-V with the def2-TZVPD basis set) for a 2-piece molecular cluster, C3H3BrO overall.

The geometry in ORCA input format:
```
! RIJCOSX wB97M-V def2-TZVPD def2/J DEFGRID3
* xyz 0 1
C -0.5260 1.8777 0.4715
C 0.3217 1.0836 0.1850
C 1.1766 0.0007 0.1085
O 0.8494 -1.1450 0.2702
H -1.2783 2.5654 0.4546
H 2.3269 0.1051 -0.0405
Br -2.0577 -1.9832 -0.9512
H -0.8128 -2.5043 -0.4982
*
```

Output
ΔE to the lowest compared entry with this formula, charge and spin (kcal per mole): 45.3
Structure (SMILES): C#CC=O.Br
Lowest unoccupied orbital energy (eV): -0.4
Gap between HOMO and LUMO (eV): 9.99
HOMO energy (eV): -10.35

[15]
Density functional theory data (ωB97M-V with the def2-TZVPD basis set) for C3H3BrO2 as an isolated structure.

The geometry in ORCA input format:
```
! RIJCOSX wB97M-V def2-TZVPD def2/J DEFGRID3
* xyz 0 1
C 1.4181 -0.6596 -0.0606
C -1.3391 -0.0178 0.2607
C -0.0838 0.5638 -0.1568
O 1.3240 -1.7959 -0.3836
O -1.0130 0.1266 -1.0368
Br 2.9794 0.2920 0.4233
H -1.3872 -0.9280 0.6044
H -2.0321 0.7689 0.4594
H 0.1336 1.6500 -0.1100
*
```

Output
ΔE to the lowest compared entry with this formula, charge and spin (kcal per mole): 57.7
Lowest unoccupied orbital energy (eV): 0.5
Gap between HOMO and LUMO (eV): 10.26
HOMO energy (eV): -9.74

[16]
Density functional theory data (ωB97M-V with the def2-TZVPD basis set) for a 2-piece molecular cluster, C3H3BrO2 overall.

The geometry in ORCA input format:
```
! RIJCOSX wB97M-V def2-TZVPD def2/J DEFGRID3
* xyz 0 1
O 0.7460 0.0219 0.9480
C 1.7251 -0.5414 0.9962
O 2.1280 -1.5948 1.6972
Br 3.0388 -0.7283 -0.5095
H 2.3029 -1.7032 2.6679
C -1.3026 -0.2608 -2.0197
C -0.1517 -0.4635 -1.7365
H -1.9069 -0.9866 -2.6677
H 0.8208 -0.7595 -1.2141
*
```

Output
ΔE to the lowest compared entry with this formula, charge and spin (kcal per mole): 80.7
Structure (SMILES): O=C(O)Br.C#C
Lowest unoccupied orbital energy (eV): 0.0
Gap between HOMO and LUMO (eV): 10.27
HOMO energy (eV): -10.30

[17]
Density functional theory data (ωB97M-V with the def2-TZVPD basis set) for a 2-piece molecular cluster, C3H3BrOS overall.

The geometry in ORCA input format:
```
! RIJCOSX wB97M-V def2-TZVPD def2/J DEFGRID3
* xyz 0 1
C 1.2048 0.7843 0.1907
C 2.9546 -0.4081 -0.4716
C 1.5711 2.0599 -0.3649
O 0.4602 0.3143 0.9355
S 3.0490 -1.6105 -1.4447
Br 4.3527 0.3246 0.6286
H 2.2786 2.2678 0.4736
H 2.0904 1.8291 -1.3419
H 0.7919 2.7546 -0.5893
*
```

Output
ΔE to the lowest compared entry with this formula, charge and spin (kcal per mole): 42.9
Lowest unoccupied orbital energy (eV): -0.1
Gap between HOMO and LUMO (eV): 7.86
HOMO energy (eV): -7.93

[18]
Density functional theory data (ωB97M-V with the def2-TZVPD basis set) for a 2-piece molecular cluster, C3H3BrOS overall.

The geometry in ORCA input format:
```
! RIJCOSX wB97M-V def2-TZVPD def2/J DEFGRID3
* xyz 0 1
C -0.3722 0.5942 -0.5945
C 1.3637 -0.8610 -0.5373
C -1.0969 0.3475 0.6901
O -0.4293 1.2432 -1.5822
S 1.0863 -2.4236 -0.8739
Br 2.9534 0.0769 -0.3360
H -1.0410 -0.7228 0.8400
H -0.4523 0.8434 1.5373
H -2.0116 0.9022 0.8566
*
```

Output
ΔE to the lowest compared entry with this formula, charge and spin (kcal per mole): 43.4
Lowest unoccupied orbital energy (eV): -0.2
Gap between HOMO and LUMO (eV): 7.70
HOMO energy (eV): -7.94

[19]
Density functional theory data (ωB97M-V with the def2-TZVPD basis set) for an isolated molecule of C3H3Cl2F.

The geometry in ORCA input format:
```
! RIJCOSX wB97M-V def2-TZVPD def2/J DEFGRID3
* xyz 0 1
C 0.1543 -1.0909 -0.4165
C 0.4079 0.1691 0.3344
Cl 1.8572 0.3336 1.2831
C -0.4640 1.2085 0.3003
F -0.2711 2.4170 0.8375
Cl -1.9619 1.1199 -0.6127
H -0.1656 -1.8909 0.3521
H 1.1143 -1.4150 -0.8460
H -0.6711 -0.8514 -1.2324
*
```

Output
ΔE to the lowest compared entry with this formula, charge and spin (kcal per mole): 6.8
Structure (SMILES): C/C(Cl)=C(/F)Cl
Lowest unoccupied orbital energy (eV): 0.8
Gap between HOMO and LUMO (eV): 10.07
HOMO energy (eV): -9.32

[20]
Density functional theory data (ωB97M-V with the def2-TZVPD basis set) for a 2-piece molecular cluster, C3H3Cl2F overall.

The geometry in ORCA input format:
```
! RIJCOSX wB97M-V def2-TZVPD def2/J DEFGRID3
* xyz 0 1
Cl -1.2753 0.7547 -0.5255
C -1.5857 -0.7891 0.2787
Cl -0.6879 -2.1108 -0.5665
H -2.7582 -1.0282 0.1018
H -1.3146 -0.7669 1.3964
C 1.9900 1.0207 0.5139
C 1.7229 1.0266 -0.6601
F 1.3541 1.0507 -1.8900
H 2.5547 0.8423 1.3513
*
```

Output
ΔE to the lowest compared entry with this formula, charge and spin (kcal per mole): 67.4
Structure (SMILES): ClCCl.C#CF
Lowest unoccupied orbital energy (eV): 0.8
Gap between HOMO and LUMO (eV): 11.04
HOMO energy (eV): -10.27